Here is a cluster of 5 separate species, C5H19NO6 in total at a distorted geometry from the Open Molecules 2025 dataset. Energies are from wB97M-V/def2-TZVPD.

Positions of all 31 atoms, in Å:
C (1.24, 1.75, 1.19)
C (1.05, 1.72, -0.32)
N (1.26, 0.55, -1.15)
C (1.48, -0.81, -0.54)
C (2.79, -1.43, -1.28)
O (3.41, -0.64, -1.92)
C (0.13, -1.60, -0.94)
O (-0.12, -2.60, -0.02)
H (2.19, 1.76, 1.60)
H (0.63, 2.64, 1.56)
H (0.79, 0.77, 1.63)
H (1.82, 2.48, -0.75)
H (0.08, 2.18, -0.48)
H (2.10, 0.59, -1.79)
H (1.80, -1.00, 0.52)
H (3.02, -2.53, -1.33)
H (0.22, -2.27, -1.81)
H (-0.67, -0.97, -1.31)
H (-0.39, -2.26, 0.90)
O (-2.76, 0.00, 2.61)
H (-2.29, 0.51, 1.90)
H (-2.63, 0.61, 3.34)
O (-2.33, -0.01, -2.76)
H (-2.72, -0.80, -2.53)
H (-2.85, 0.75, -2.60)
O (-0.43, -1.08, 3.04)
H (-1.42, -1.39, 3.21)
H (-0.48, -0.39, 2.54)
O (-1.62, 1.18, -0.45)
H (-0.91, 0.83, -1.03)
H (-2.38, 1.46, -1.02)

The SMILES is CCN[C@H](C=O)CO.O.O.O.O. The value obtained for the HOMO energy is -8.857 eV. The largest force on an atom comes out at 0.19120 hartree/bohr. Its HOMO-LUMO gap is 0.3339 hartree. The value obtained for the LUMO energy is 0.228 eV.

Here is a cluster of 5 separate species, C5H19O5 in total at a distorted geometry from the Open Molecules 2025 dataset. Energies are from wB97M-V/def2-TZVPD.

Positions of all 29 atoms, in Å:
C (0.38, -0.94, 0.16)
O (0.24, -2.26, -0.28)
H (-0.36, -0.73, 0.94)
H (1.35, -0.73, 0.61)
H (0.19, -0.22, -0.63)
C (4.36, -0.42, -1.16)
O (4.44, -1.49, -2.04)
H (3.36, -0.36, -0.74)
H (5.03, -0.61, -0.32)
H (4.71, 0.52, -1.61)
H (5.22, -2.02, -1.86)
C (-1.44, 2.17, 1.43)
O (-0.87, 3.44, 1.18)
H (-0.62, 1.57, 1.84)
H (-2.29, 2.20, 2.11)
H (-1.77, 1.69, 0.51)
H (-0.33, 3.36, 0.39)
C (-1.05, 0.98, -2.97)
O (-1.30, -0.22, -3.77)
H (0.03, 1.08, -2.81)
H (-1.43, 1.88, -3.45)
H (-1.48, 0.86, -1.97)
H (-1.15, 0.07, -4.67)
C (-2.36, -1.38, 3.35)
O (-2.44, -2.67, 2.70)
H (-3.00, -1.44, 4.23)
H (-1.36, -1.04, 3.62)
H (-2.70, -0.50, 2.80)
H (-3.35, -2.80, 2.40)

The value obtained for the HOMO energy is -1.648 eV. The largest force on an atom comes out at 0.05964 hartree/bohr. Its charge is -1. Its HOMO-LUMO gap is 0.1733 hartree. The value obtained for the LUMO energy is 3.068 eV.

Here is a cluster of 6 separate species, C5H20BrN10O5 in total at a distorted geometry from the Open Molecules 2025 dataset. Energies are from wB97M-V/def2-TZVPD.

Positions of all 41 atoms, in Å:
Br (0.28, -0.78, 1.03)
C (-1.33, 2.33, -4.37)
O (-2.24, 1.55, -4.28)
N (-1.33, 3.34, -5.24)
N (-0.31, 2.47, -3.56)
H (-0.46, 3.81, -5.01)
H (-2.18, 3.71, -5.64)
H (0.12, 3.38, -3.65)
H (-0.33, 2.01, -2.67)
C (5.30, -1.60, -2.42)
O (6.45, -1.69, -2.74)
N (4.39, -0.84, -2.90)
N (4.69, -2.10, -1.34)
H (4.64, -0.12, -3.57)
H (3.56, -0.75, -2.33)
H (5.27, -2.59, -0.67)
H (3.75, -1.81, -1.12)
C (-2.92, -5.42, 3.76)
O (-3.54, -6.11, 4.57)
N (-3.18, -4.14, 3.53)
N (-1.85, -5.83, 3.13)
H (-3.91, -3.73, 4.09)
H (-2.37, -3.60, 3.28)
H (-1.36, -6.53, 3.66)
H (-1.51, -5.31, 2.33)
C (5.46, 2.32, 1.41)
O (6.66, 2.56, 1.35)
N (4.58, 2.80, 0.60)
N (4.89, 1.44, 2.24)
H (4.81, 3.56, -0.03)
H (3.64, 2.50, 0.84)
H (5.46, 0.66, 2.55)
H (3.89, 1.31, 2.30)
C (-5.81, 2.08, 1.62)
O (-5.10, 2.96, 2.04)
N (-5.36, 1.02, 0.95)
N (-7.11, 2.06, 1.56)
H (-4.40, 0.73, 0.91)
H (-6.07, 0.32, 0.80)
H (-7.48, 1.18, 1.25)
H (-7.69, 2.87, 1.72)

The value obtained for the HOMO energy is -4.696 eV. The largest force on an atom comes out at 0.14178 hartree/bohr. Its charge is -1. Its HOMO-LUMO gap is 0.2553 hartree. The value obtained for the LUMO energy is 2.251 eV.

Here is a structure of composition C5H20F15O25S5Zn at a distorted geometry from the Open Molecules 2025 dataset. Energies are from wB97M-V/def2-TZVPD.

Positions of all 71 atoms, in Å:
Zn (-0.93, -0.61, -3.49)
C (1.18, 0.14, 0.06)
F (1.73, -0.93, -0.50)
F (1.56, 0.39, 1.28)
F (1.65, 1.14, -0.73)
S (-0.68, 0.19, -0.19)
O (-1.28, -0.87, 0.55)
O (-1.14, 1.48, 0.26)
O (-0.82, -0.02, -1.64)
C (3.32, 3.76, -2.45)
F (4.12, 4.77, -2.81)
F (3.91, 2.60, -2.84)
F (3.22, 3.71, -1.13)
S (1.58, 3.96, -3.26)
O (1.08, 2.59, -3.25)
O (0.91, 4.90, -2.42)
O (1.86, 4.45, -4.60)
C (-4.28, 1.06, -2.40)
F (-5.08, 1.82, -1.66)
F (-4.51, 1.31, -3.70)
F (-3.01, 1.33, -2.10)
S (-4.70, -0.75, -2.02)
O (-5.95, -0.92, -2.72)
O (-3.58, -1.51, -2.55)
O (-4.84, -0.77, -0.56)
C (2.13, -4.97, 0.69)
F (1.86, -3.80, 0.08)
F (2.55, -4.60, 1.92)
F (1.08, -5.76, 0.86)
S (3.50, -5.88, -0.24)
O (4.28, -6.55, 0.78)
O (2.71, -6.82, -1.04)
O (4.27, -4.91, -0.98)
C (-0.60, -0.27, 4.64)
F (0.57, -0.05, 4.02)
F (-1.46, -0.79, 3.75)
F (-0.38, -1.22, 5.57)
S (-1.24, 1.23, 5.52)
O (-2.40, 0.70, 6.22)
O (-0.22, 1.55, 6.50)
O (-1.47, 2.25, 4.50)
O (-1.35, -2.46, -2.82)
H (-1.07, -2.88, -1.99)
H (-1.71, -3.17, -3.36)
O (-3.05, 3.34, 2.55)
H (-2.85, 3.20, 3.49)
H (-3.26, 2.46, 2.22)
O (4.62, -2.29, -1.49)
H (4.96, -1.95, -0.66)
H (4.16, -1.54, -1.90)
O (1.07, -0.62, -3.63)
H (1.71, 0.02, -3.23)
H (1.58, -1.43, -3.78)
O (-3.17, -2.63, 0.45)
H (-2.36, -2.11, 0.65)
H (-3.78, -1.99, 0.03)
O (3.46, -0.03, 3.56)
H (3.84, -0.87, 3.30)
H (2.64, 0.03, 3.06)
O (-1.75, 4.05, 0.30)
H (-2.32, 3.90, 1.09)
H (-1.70, 3.20, -0.16)
O (0.42, 2.88, 2.61)
H (0.00, 2.78, 3.49)
H (-0.14, 2.35, 2.02)
O (3.51, 0.06, -2.48)
H (3.30, 0.80, -1.88)
H (4.17, 0.42, -3.08)
O (-3.94, 0.74, 1.40)
H (-3.12, 0.27, 1.58)
H (-4.40, 0.18, 0.73)

The value obtained for the HOMO energy is -2.864 eV. The largest force on an atom comes out at 0.05251 hartree/bohr. Its charge is -3. Its HOMO-LUMO gap is 0.1739 hartree. The value obtained for the LUMO energy is 1.868 eV.

Here is a structure of composition C5H20F2N10O5V at a distorted geometry from the Open Molecules 2025 dataset. Energies are from wB97M-V/def2-TZVPD.

Positions of all 43 atoms, in Å:
V (-0.10, -0.18, -0.33)
F (-1.50, -1.05, -1.62)
F (1.36, 0.60, 0.93)
C (-0.95, 2.64, -1.96)
O (-0.42, 1.69, -1.47)
N (-1.58, 2.65, -3.08)
N (-0.93, 3.86, -1.39)
H (-1.81, 1.81, -3.60)
H (-2.17, 3.44, -3.32)
H (-0.40, 4.07, -0.56)
H (-1.39, 4.64, -1.83)
C (1.68, -3.09, 0.01)
O (0.98, -2.19, -0.29)
N (2.63, -2.84, 0.89)
N (1.86, -4.26, -0.47)
H (3.31, -3.57, 1.01)
H (2.54, -1.98, 1.41)
H (2.59, -4.77, 0.00)
H (1.31, -4.69, -1.21)
C (-0.80, -1.37, 2.64)
O (-0.62, -1.31, 1.44)
N (-1.70, -2.05, 3.28)
N (-0.11, -0.64, 3.51)
H (-1.77, -2.09, 4.29)
H (-2.46, -2.43, 2.73)
H (-0.25, -0.65, 4.51)
H (0.74, -0.18, 3.19)
C (2.48, 0.05, -2.27)
O (1.36, -0.07, -1.85)
N (3.57, -0.22, -1.58)
N (2.82, 0.17, -3.54)
H (3.46, -0.62, -0.66)
H (4.47, -0.14, -2.03)
H (2.11, 0.10, -4.25)
H (3.81, 0.05, -3.72)
C (-2.59, 1.60, 1.16)
O (-1.57, 1.07, 0.65)
N (-2.97, 1.41, 2.41)
N (-3.37, 2.46, 0.57)
H (-3.83, 1.81, 2.76)
H (-2.37, 0.82, 2.96)
H (-3.29, 2.64, -0.42)
H (-4.14, 2.82, 1.12)

As for the multiplicity: 3. Its expectation value of S² is 2.006. The value obtained for the HOMO energy (spin up / spin down) is -11.845 / -12.432 eV. The largest force on an atom comes out at 0.11554 hartree/bohr. Its charge is +1. Its HOMO-LUMO gap (spin up / spin down) is 0.3587 / 0.3879 hartree. The value obtained for the LUMO energy (spin up / spin down) is -2.085 / -1.878 eV.

Here is a structure of composition C5H20F2N10O5Y at a distorted geometry from the Open Molecules 2025 dataset. Energies are from wB97M-V/def2-TZVPD.

Positions of all 43 atoms, in Å:
Y (17.51, -13.34, 5.36)
F (19.73, -13.71, 5.06)
F (18.45, -12.24, 7.25)
C (21.96, -11.03, 7.13)
O (23.06, -10.61, 7.47)
N (20.86, -10.24, 7.15)
N (21.66, -12.29, 6.69)
H (20.79, -9.26, 7.36)
H (19.99, -10.76, 7.21)
H (22.50, -12.84, 6.56)
H (20.76, -12.62, 6.40)
C (18.49, -9.36, 9.86)
O (18.15, -8.77, 8.83)
N (18.63, -8.72, 11.04)
N (18.82, -10.65, 9.87)
H (19.09, -9.08, 11.85)
H (18.45, -7.73, 11.03)
H (18.84, -11.10, 8.97)
H (19.16, -11.10, 10.70)
C (15.42, -10.65, 4.95)
O (16.30, -11.33, 5.55)
N (14.11, -10.83, 5.26)
N (15.65, -9.93, 3.87)
H (13.37, -10.30, 4.82)
H (13.75, -11.42, 5.99)
H (14.95, -9.24, 3.64)
H (16.63, -9.87, 3.66)
C (14.92, -14.10, 7.74)
O (15.96, -13.67, 7.21)
N (14.06, -13.25, 8.34)
N (14.49, -15.37, 7.93)
H (14.40, -12.31, 8.50)
H (13.26, -13.49, 8.90)
H (13.75, -15.59, 8.56)
H (14.91, -16.16, 7.46)
C (19.48, -14.17, 10.26)
O (19.76, -15.00, 11.12)
N (18.30, -14.07, 9.62)
N (20.50, -13.48, 9.66)
H (18.24, -13.42, 8.85)
H (17.50, -14.64, 9.84)
H (20.57, -12.89, 8.85)
H (21.37, -13.58, 10.15)

The value obtained for the HOMO energy is -10.830 eV. The largest force on an atom comes out at 0.12479 hartree/bohr. Its charge is +1. Its HOMO-LUMO gap is 0.1933 hartree. The value obtained for the LUMO energy is -5.569 eV.

no.,electronic energy (hartree)
1,-707.9602
2,-577.9469
3,-3700.4706
4,-7351.9428
5,-2270.0723
6,-1364.4157